Run P
C4H12O2 | ωB97M-V with the def2-TZVPD basis set

frontier orbital gap	10.048	eV
HOMO level	-9.381	eV

Structure (ORCA input):
```
! wB97M-V def2-TZVPD RIJCOSX def2/J DEFGRID3
* xyz 0 1
O -3.34 0.25 1.47
O 3.96 1.76 -0.55
C -0.17 -0.61 -0.13
C 0.22 0.20 -1.40
C -1.03 -1.67 -0.33
C 0.33 -0.10 1.11
H -0.34 1.16 -1.51
H -1.61 -2.35 0.33
H -0.41 0.20 1.90
H -4.13 0.31 0.92
H -0.99 -2.07 -1.42
H -0.19 -0.36 -2.30
H -2.70 -0.27 1.03
H 1.00 0.80 1.01
H 3.75 2.41 0.14
H 3.33 1.06 -0.36
H 0.94 -0.92 1.65
H 1.39 0.19 -1.55
*
```

These are the Mulliken partial charges, in e, on atoms 1 to 5:
1 O -0.642
2 O -0.647
3 C 0.806
4 C -1.090
5 C -0.908


Run Q
C4H12O2 | ωB97M-V with the def2-TZVPD basis set

frontier orbital gap	10.856	eV
HOMO level	-10.037	eV

Structure (ORCA input):
```
! wB97M-V def2-TZVPD RIJCOSX def2/J DEFGRID3
* xyz 0 1
O -1.14 -0.03 -1.69
O 3.92 0.59 0.83
C -0.56 -0.63 -0.52
C -2.55 0.56 0.59
C 0.95 -0.62 -0.57
C -1.12 0.07 0.71
H 4.87 0.70 0.80
H -2.66 1.41 -0.08
H 3.62 1.32 0.28
H 1.33 -1.25 0.23
H -0.99 -0.63 1.54
H 1.24 -1.01 -1.54
H -3.12 -0.24 0.14
H 1.34 0.39 -0.40
H -0.94 -0.61 -2.43
H -0.81 -1.70 -0.48
H -2.96 0.81 1.57
H -0.43 0.86 1.02
*
```

These are the Mulliken partial charges, in e, on atoms 1 to 5:
1 O -0.558
2 O -0.620
3 C 0.418
4 C -1.173
5 C -1.255


Winner for stability: run Q


Run P
C4H12O2 | ωB97M-V with the def2-TZVPD basis set

frontier orbital gap	10.680	eV
HOMO level	-9.789	eV

Structure (ORCA input):
```
! wB97M-V def2-TZVPD RIJCOSX def2/J DEFGRID3
* xyz 0 1
O -0.56 1.14 2.59
O 1.10 -1.45 -1.69
C 0.63 0.86 1.91
C -0.18 -1.57 -1.11
C -1.66 1.04 1.75
C 1.29 -0.34 -2.48
H -0.13 -2.40 -0.39
H -2.49 1.52 2.30
H 1.51 1.32 2.39
H 0.67 -0.37 -3.40
H 1.04 0.58 -1.93
H -1.61 1.48 0.74
H 0.60 1.17 0.85
H -0.41 -0.64 -0.57
H -1.00 -1.78 -1.82
H 0.74 -0.24 1.95
H -1.88 -0.03 1.66
H 2.35 -0.30 -2.77
*
```

These are the Mulliken partial charges, in e, on atoms 1 to 5:
1 O -0.364
2 O -0.316
3 C -0.451
4 C -0.325
5 C -0.623


Run Q
C4H12O2 | ωB97M-V with the def2-TZVPD basis set

frontier orbital gap	10.275	eV
HOMO level	-9.493	eV

Structure (ORCA input):
```
! wB97M-V def2-TZVPD RIJCOSX def2/J DEFGRID3
* xyz 0 1
O -0.54 0.55 -1.55
O -1.90 -0.16 0.65
C -1.08 -0.66 1.66
C 1.52 -0.34 -0.98
C 0.68 0.20 -2.23
C -0.33 0.51 2.08
H 0.09 0.35 3.19
H -0.52 -1.60 1.31
H 1.78 0.44 -0.30
H 0.46 -0.62 -2.96
H 1.12 0.98 -2.81
H 1.09 -1.26 -0.66
H 2.48 -0.62 -1.22
H -1.79 -1.08 2.48
H -0.92 1.45 -1.86
H -1.79 -0.44 -0.26
H 0.54 0.87 1.43
H -0.86 1.44 2.04
*
```

These are the Mulliken partial charges, in e, on atoms 1 to 5:
1 O -0.454
2 O -0.556
3 C -0.007
4 C -1.083
5 C -0.250


Run R
C4H12O2 | ωB97M-V with the def2-TZVPD basis set

frontier orbital gap	10.059	eV
HOMO level	-9.264	eV

Structure (ORCA input):
```
! wB97M-V def2-TZVPD RIJCOSX def2/J DEFGRID3
* xyz 0 1
O -1.53 -2.19 2.51
O -1.27 0.85 -2.42
C 0.80 1.05 -0.06
C 0.43 2.06 0.99
C 0.75 -0.27 -0.03
C 1.37 -1.16 -1.07
H 1.18 1.51 -0.98
H -1.45 0.33 -3.21
H 0.53 1.62 1.97
H -1.03 -2.31 3.33
H 1.46 -0.71 -2.07
H -0.65 2.26 0.92
H -2.07 -1.40 2.63
H 0.98 2.99 0.93
H -0.45 0.66 -1.95
H 2.40 -1.38 -0.76
H 0.83 -2.09 -1.24
H 0.21 -0.86 0.70
*
```

These are the Mulliken partial charges, in e, on atoms 1 to 5:
1 O -0.647
2 O -0.698
3 C -0.038
4 C -1.203
5 C -0.205


Run S
C4H12O2 | ωB97M-V with the def2-TZVPD basis set

frontier orbital gap	4.865	eV
HOMO level	-8.451	eV

Structure (ORCA input):
```
! wB97M-V def2-TZVPD RIJCOSX def2/J DEFGRID3
* xyz 0 1
O -0.59 2.81 -1.16
O -1.81 0.49 -1.02
C -0.69 -2.08 -0.24
C 0.94 -0.47 0.90
C 0.88 1.15 1.11
C 0.24 -0.78 -0.43
H 0.12 2.87 -1.83
H 0.49 -0.85 1.84
H 1.05 -1.16 -1.03
H -1.78 -1.86 -0.40
H -0.98 0.33 -0.36
H -0.59 -2.65 0.71
H -0.22 1.21 1.10
H -0.51 -2.80 -1.03
H 1.31 1.72 0.28
H 2.02 -0.64 1.04
H -1.18 1.32 -1.58
H 1.30 1.38 2.11
*
```

These are the Mulliken partial charges, in e, on atoms 1 to 5:
1 O -0.847
2 O -0.606
3 C -1.021
4 C -0.614
5 C -1.084


Winner for stability: run R


Run P
C22H33BiN8O2P | ωB97M-V with the def2-TZVPD basis set

frontier orbital gap	7.378	eV
HOMO level	-16.224	eV

Structure (ORCA input):
```
! wB97M-V def2-TZVPD RIJCOSX def2/J DEFGRID3
* xyz 3 1
Bi -0.56 -0.20 0.98
P 0.17 0.15 -3.12
O -0.13 0.12 3.06
O 1.58 -0.64 1.36
N -0.26 1.28 -5.70
N 1.87 -0.63 2.67
N -2.37 1.12 1.83
N 2.02 1.31 -4.86
N -0.93 -2.37 1.58
N -2.99 -1.98 2.62
N 1.03 -0.24 3.51
N 1.06 -0.75 -5.60
C 0.06 -0.08 -6.34
C -4.80 3.30 3.14
C 4.04 -1.58 2.11
C 2.28 0.04 -5.52
C -3.45 3.41 2.41
C 5.53 -2.27 3.86
C -3.62 4.15 1.07
C 1.05 2.06 -5.58
C -2.42 4.14 3.31
C 0.07 -3.24 1.23
C 0.61 -1.24 -4.31
C 3.45 -1.22 4.44
C -1.06 -5.03 2.31
C -2.07 -4.18 2.64
C -0.89 1.10 -4.35
C 3.15 -1.13 3.08
C 4.64 -1.79 4.82
C 1.72 1.17 -3.45
C -2.87 2.12 2.10
C -2.00 -2.82 2.28
C 5.23 -2.15 2.51
C 0.05 -4.55 1.58
H -4.33 3.63 0.42
H -4.70 2.77 4.08
H 1.40 2.25 -6.60
H -2.32 3.64 4.27
H -2.78 5.15 3.48
H -2.93 -0.98 2.51
H -5.14 4.32 3.35
H 1.59 2.16 -3.00
H 2.75 -0.85 5.18
H 0.89 -2.81 0.68
H -2.94 -4.52 3.18
H -4.02 5.14 1.27
H -1.44 4.21 2.84
H 2.56 0.69 -2.95
H -0.26 -1.89 -4.44
H 2.66 0.22 -6.53
H -2.67 4.26 0.55
H -0.86 -0.66 -6.38
H 0.41 0.12 -7.35
H 1.40 -1.85 -3.85
H -0.90 1.79 -6.31
H 3.04 -0.51 -4.96
H -1.11 2.08 -3.94
H -1.09 -6.07 2.61
H 0.83 3.01 -5.09
H 0.86 -5.20 1.30
H -3.77 -2.33 3.15
H 3.80 -1.47 1.06
H 4.88 -1.88 5.87
H 5.93 -2.51 1.76
H 6.46 -2.72 4.16
H -5.55 2.81 2.52
H -1.84 0.57 -4.48
*
```

These are the Mulliken partial charges, in e, on atoms 1 to 5:
1 Bi 1.385
2 P 0.452
3 O -0.372
4 O -0.761
5 N 0.011


Run Q
C22H33BiN8O2P | ωB97M-V with the def2-TZVPD basis set

frontier orbital gap	7.822	eV
HOMO level	-16.424	eV

Structure (ORCA input):
```
! wB97M-V def2-TZVPD RIJCOSX def2/J DEFGRID3
* xyz 3 1
Bi -0.02 0.52 -0.46
P -0.61 -2.78 -0.38
O 0.15 0.26 1.67
O 2.10 0.12 0.07
N -2.14 -5.15 -0.60
N -0.66 -4.63 -2.46
N 0.27 -5.41 -0.39
N 2.48 2.88 -0.87
N 2.39 0.08 1.34
N 0.26 2.76 -0.08
N 1.41 0.16 2.12
N -2.25 0.52 0.38
C -0.50 -3.21 -2.22
C -2.18 -3.77 -0.05
C 0.57 -4.12 0.19
C 3.03 -0.13 5.43
C 1.59 0.11 3.54
C -3.39 0.58 0.45
C 1.92 -0.04 6.27
C 0.40 -5.44 -1.85
C 1.43 4.86 -0.08
C -0.83 3.42 0.43
C -5.38 -0.77 0.27
C -5.31 1.22 1.86
C 0.65 0.14 5.73
C 0.48 0.22 4.36
C -0.84 4.76 0.67
C -1.94 -5.14 -2.13
C -4.84 0.66 0.51
C -0.98 -5.96 0.01
C 1.40 3.47 -0.33
C -5.26 1.60 -0.65
C 2.88 -0.05 4.06
C 0.33 5.50 0.41
H -1.73 5.23 1.07
H 0.36 6.56 0.61
H -2.05 -6.17 -2.47
H -2.32 -3.83 1.03
H 2.04 -0.11 7.34
H -4.83 1.29 -1.60
H -5.03 -1.16 -0.69
H 3.73 -0.11 3.40
H -0.50 0.38 3.93
H 3.28 3.46 -1.06
H 1.59 -3.83 -0.09
H -4.97 2.24 2.00
H -4.98 2.63 -0.44
H 2.35 5.39 -0.27
H 0.49 -2.91 -2.58
H 1.37 -5.05 -2.14
H -0.21 0.21 6.38
H -2.73 -4.52 -2.55
H -1.25 -2.65 -2.78
H 4.01 -0.26 5.85
H -6.35 1.56 -0.74
H -5.08 -1.44 1.08
H -6.47 -0.73 0.25
H 2.64 1.89 -0.86
H -1.09 -5.93 1.10
H 0.54 -4.19 1.28
H -3.04 -3.25 -0.47
H -4.95 0.61 2.69
H -3.02 -5.63 -0.38
H -6.40 1.22 1.87
H 0.31 -6.47 -2.20
H -1.69 2.82 0.63
H -1.08 -6.99 -0.34
*
```

These are the Mulliken partial charges, in e, on atoms 1 to 5:
1 Bi 1.374
2 P 0.844
3 O -0.370
4 O -0.722
5 N 0.032


Winner for stability: run P